A) ORCA calculation (ωB97M-V/def2-TZVPD) on the ion C5H12N3 with charge +1.

Calculated values
Gap between HOMO and LUMO = 8.7 eV
Net charge = +1
E_HOMO = -0.466 Eh

Positions of all 20 atoms, in Å:
C (-2.186, -1.172, -0.253)
C (-1.153, -0.324, 0.438)
N (-1.204, 0.996, 0.442)
C (0.100, 1.655, 0.464)
N (0.843, 1.200, -0.725)
C (0.620, -0.201, -0.729)
C (1.693, -1.011, -0.149)
N (2.533, -0.334, 0.575)
H (-2.412, -0.918, -1.320)
H (-3.194, -0.988, 0.163)
H (-2.000, -2.158, -0.140)
H (-0.640, -0.852, 1.198)
H (-1.893, 1.467, -0.126)
H (-0.054, 2.679, 0.546)
H (0.591, 1.265, 1.344)
H (0.483, 1.682, -1.555)
H (0.404, -0.747, -1.557)
H (1.682, -2.176, -0.080)
H (3.271, -0.717, 1.106)
H (2.516, 0.656, 0.358)

What are the natural (NBO) partial charges on each atom? They are as follows, in elementary charge units: C -0.676; C 0.181; N -0.561; C -0.059; N -0.638; C -0.242; C 0.207; N -0.692; H 0.240; H 0.257; H 0.236; H 0.202; H 0.403; H 0.227; H 0.186; H 0.402; H 0.228; H 0.247; H 0.424; H 0.429

B) ORCA calculation (ωB97M-V/def2-TZVPD) on a cluster of 2 separate species, C5H12N3 in total.

Calculated values
Gap between HOMO and LUMO (spin up / spin down) = 8.8 / 8.1 eV
Net charge = +1
E_HOMO (spin up / spin down) = -0.501 / -0.498 Eh

Positions of all 20 atoms, in Å:
C (-2.597, -0.798, 0.223)
C (1.666, -0.951, 0.124)
C (1.444, -2.153, -0.716)
C (-0.992, 1.393, -0.685)
C (1.107, 1.207, 1.063)
N (-1.704, -0.321, 0.884)
N (-0.298, 0.093, -0.575)
N (0.802, 0.020, 0.229)
H (-3.557, -1.031, 0.812)
H (-2.373, -0.945, -0.829)
H (2.676, -0.802, 0.557)
H (0.301, -2.385, -0.556)
H (1.614, -2.206, -1.754)
H (2.190, -2.886, -0.241)
H (-1.477, 1.727, 0.147)
H (-0.186, 2.107, -1.007)
H (-1.751, 1.315, -1.487)
H (2.069, 1.045, 1.562)
H (0.345, 1.503, 1.750)
H (1.303, 2.183, 0.488)

What are the natural (NBO) partial charges on each atom? They are as follows, in elementary charge units: C -0.157; C 0.276; C -0.707; C -0.457; C -0.456; N -0.184; N -0.149; N -0.135; H 0.261; H 0.238; H 0.239; H 0.268; H 0.288; H 0.262; H 0.218; H 0.217; H 0.242; H 0.237; H 0.254; H 0.245

C) ORCA calculation (ωB97M-V/def2-TZVPD) on a structure of composition C5H12N3.

Calculated values
Gap between HOMO and LUMO = 10.5 eV
Net charge = +1
E_HOMO = -0.532 Eh

Positions of all 20 atoms, in Å:
C (0.344, -1.187, -1.263)
C (-0.259, -1.525, -2.554)
C (-1.997, 0.130, 1.916)
C (1.960, 1.855, -0.279)
C (-0.553, -0.114, 2.092)
N (-0.028, -0.173, -0.604)
N (1.098, 1.314, 0.716)
N (0.333, 0.391, 0.494)
H (1.146, -1.834, -0.898)
H (-1.054, -0.836, -2.826)
H (0.515, -1.510, -3.324)
H (-0.639, -2.547, -2.529)
H (-2.443, -0.505, 1.154)
H (-2.475, -0.114, 2.869)
H (-2.216, 1.174, 1.709)
H (2.291, 1.117, -1.016)
H (2.809, 2.293, 0.245)
H (1.435, 2.661, -0.799)
H (-0.242, -1.150, 2.143)
H (-0.024, 0.562, 2.753)

What are the natural (NBO) partial charges on each atom? They are as follows, in elementary charge units: C 0.232; C -0.684; C -0.686; C -0.497; C -0.050; N -0.291; N -0.076; N 0.149; H 0.194; H 0.252; H 0.265; H 0.262; H 0.240; H 0.273; H 0.246; H 0.211; H 0.253; H 0.256; H 0.215; H 0.236

Most stable one: A), least stable one: B).

A) ORCA calculation (ωB97M-V/def2-TZVPD) on the ion C5H12N3 with charge +1.

Calculated values
Gap between HOMO and LUMO = 10.1 eV
Net charge = +1
E_HOMO = -0.486 Eh

Positions of all 20 atoms, in Å:
C (-2.380, 0.208, -0.366)
N (-1.267, 0.521, 0.444)
C (-0.483, -0.654, 0.805)
C (-0.034, -1.461, -0.381)
C (1.216, -1.143, -0.700)
N (1.661, -0.017, 0.184)
C (1.670, 1.325, -0.570)
N (0.838, -0.300, 1.328)
H (-2.215, 0.245, -1.501)
H (-2.655, -0.746, -0.259)
H (-3.212, 0.923, -0.263)
H (-1.666, 1.006, 1.243)
H (-1.149, -1.384, 1.569)
H (-0.564, -2.173, -0.826)
H (1.993, -1.352, -1.366)
H (2.514, -0.244, 0.631)
H (0.761, 1.419, -1.014)
H (1.903, 2.022, 0.247)
H (2.415, 1.413, -1.247)
H (0.653, 0.392, 2.045)

What are the natural (NBO) partial charges on each atom? They are as follows, in elementary charge units: C -0.425; N -0.658; C 0.062; C -0.136; C -0.032; N -0.216; C -0.389; N -0.441; H 0.192; H 0.176; H 0.233; H 0.384; H 0.224; H 0.242; H 0.244; H 0.440; H 0.243; H 0.227; H 0.230; H 0.399

B) ORCA calculation (ωB97M-V/def2-TZVPD) on the ion C5H12N3 with charge +1.

Calculated values
Gap between HOMO and LUMO (spin up / spin down) = 5.9 / 10.4 eV
Net charge = +1
E_HOMO (spin up / spin down) = -0.406 / -0.508 Eh

Positions of all 20 atoms, in Å:
C (-0.259, -0.074, -1.685)
C (-0.574, -0.923, 0.564)
C (1.901, 1.011, -0.313)
C (0.249, -1.099, -0.708)
C (-1.818, 0.963, 1.407)
N (-0.856, 0.945, -0.818)
N (-1.236, 0.329, 0.226)
N (1.702, -0.499, -0.353)
H (0.423, 0.288, -2.340)
H (-0.972, -0.493, -2.305)
H (-1.430, -1.745, 0.802)
H (0.236, -0.901, 1.423)
H (1.533, 1.523, -1.138)
H (1.652, 1.410, 0.730)
H (0.580, -2.017, -1.073)
H (-2.806, 0.661, 1.277)
H (-1.364, 0.738, 2.408)
H (-1.880, 2.094, 1.260)
H (2.498, -0.697, -0.952)
H (2.090, -0.792, 0.603)

What are the natural (NBO) partial charges on each atom? They are as follows, in elementary charge units: C -0.303; C -0.279; C -0.192; C -0.025; C -0.448; N -0.169; N -0.152; N -0.604; H 0.222; H 0.242; H 0.271; H 0.199; H 0.196; H 0.197; H 0.245; H 0.233; H 0.229; H 0.251; H 0.447; H 0.439

Most stable one: A), least stable one: B).